Entry from the Open Molecules 2025 dataset: a structure of composition C17H37IrN4O2PSe2 (ωB97M-V/def2-TZVPD).

Computed properties:
Net charge ... +3
Multiplicity ... 5
F_max ... 0.92 eV/Å
Frontier orbital gap (alpha / beta) ... 0.2737 / 0.1209 hartree
E ... -6286.90151 Eh

Last column: Mulliken spin population.
Element x y z (Å)
1 Ir 0.282 -0.126 -0.713  2.26
2 C 5.864 -1.304 -1.588  -0.03
3 Se 4.150 -0.587 -2.084  0.94
4 C 4.060 0.971 -0.887  -0.04
5 C 3.279 2.124 -1.490  0.06
6 Se 1.425 1.734 -2.079  0.13
7 C 0.615 3.438 -1.626  -0.01
8 H 5.919 -1.476 -0.513  0.02
9 H 6.636 -0.594 -1.894  0.04
10 H 5.992 -2.239 -2.131  0.00
11 H 5.094 1.276 -0.718  -0.01
12 H 3.636 0.639 0.065  0.03
13 H 3.783 2.496 -2.380  0.00
14 H 3.206 2.936 -0.768  0.00
15 H 1.077 4.216 -2.229  0.01
16 H 0.731 3.655 -0.567  0.00
17 H -0.440 3.375 -1.882  0.00
18 C -4.846 -1.077 -2.031  0.00
19 N -4.501 -0.872 -0.626  0.02
20 C -4.498 -2.146 0.084  0.00
21 N -3.556 -3.072 -0.548  0.08
22 C -3.925 -3.278 -1.947  0.00
23 N -3.899 -2.001 -2.656  0.05
24 C -2.595 -1.460 -2.852  0.01
25 P -1.814 -1.036 -1.167  0.19
26 C -3.301 -0.112 -0.449  -0.02
27 C -2.190 -2.727 -0.361  0.01
28 H -4.843 -0.124 -2.559  0.00
29 H -5.846 -1.504 -2.090  0.00
30 H -5.498 -2.576 0.047  0.00
31 H -4.224 -1.994 1.129  0.00
32 H -4.936 -3.679 -1.989  0.00
33 H -3.251 -3.993 -2.421  0.00
34 H -2.645 -0.555 -3.460  0.00
35 H -1.959 -2.182 -3.369  0.00
36 H -3.394 0.851 -0.957  0.00
37 H -3.118 0.071 0.612  0.01
38 H -1.944 -2.677 0.701  0.01
39 H -1.549 -3.472 -0.837  0.00
40 O 0.774 0.129 1.425  0.14
41 C 0.136 0.704 2.341  -0.02
42 C -0.911 1.743 2.072  0.01
43 C -0.259 3.066 2.592  0.00
44 C 1.294 3.098 2.601  0.00
45 C 1.990 2.498 3.845  0.00
46 C 1.917 0.963 3.923  0.00
47 N 0.522 0.595 3.615  0.02
48 H -1.850 1.557 2.593  0.00
49 H -1.110 1.782 0.998  0.01
50 H -0.618 3.266 3.602  0.00
51 H -0.625 3.889 1.978  0.00
52 H 1.588 4.146 2.550  0.00
53 H 1.687 2.615 1.695  0.00
54 H 1.536 2.930 4.740  0.00
55 H 3.039 2.799 3.847  0.00
56 H 2.181 0.597 4.912  0.00
57 H 2.567 0.490 3.189  0.00
58 H -0.121 1.004 4.280  0.00
59 C 1.474 -3.358 -1.226  0.00
60 O 1.619 -2.116 -0.493  0.05
61 H 0.761 -4.020 -0.739  0.00
62 H 2.436 -3.865 -1.302  0.00
63 H 1.127 -3.111 -2.227  0.00
64 H 1.869 -2.321 0.420  0.00

---

Entry from the Open Molecules 2025 dataset: a cluster of 4 separate species, C3H13NO3 in total (ωB97M-V/def2-TZVPD).

Computed properties:
Multiplicity ... 1
SMILES ... C=NCC.O.O.O
F_max ... 1.51 eV/Å
Frontier orbital gap ... 0.3911 hartree
E ... -402.52932 Eh

Last column: natural (NBO) charge in e.
Element x y z (Å)
1 C -0.843 -1.426 1.294  -0.05
2 N 0.315 -1.045 1.572  -0.41
3 C 0.576 0.075 2.457  -0.25
4 C 1.515 1.105 1.832  -0.61
5 H -1.805 -0.981 1.553  0.14
6 H -1.030 -2.293 0.656  0.16
7 H -0.350 0.577 2.743  0.17
8 H 1.098 -0.329 3.329  0.21
9 H 2.510 0.625 1.816  0.20
10 H 1.329 1.293 0.762  0.21
11 H 1.559 1.978 2.491  0.22
12 O -2.498 1.744 -1.489  -0.94
13 H -2.801 0.903 -1.124  0.46
14 H -1.598 1.655 -1.781  0.48
15 O 1.906 -0.419 -1.676  -0.97
16 H 1.832 -0.855 -0.820  0.49
17 H 2.641 0.203 -1.625  0.48
18 O -0.868 -0.451 -2.845  -0.97
19 H 0.077 -0.272 -2.935  0.50
20 H -1.166 -0.630 -1.938  0.47

---

Entry from the Open Molecules 2025 dataset: a cluster of 2 separate species, C8H10N3O2 in total (ωB97M-V/def2-TZVPD).

Computed properties:
Net charge ... +1
Multiplicity ... 1
F_max ... 4.35 eV/Å
Frontier orbital gap (alpha / beta) ... 0.3338 / 0.2268 hartree
E ... -625.15384 Eh

Last column: natural (NBO) charge in e.
Element x y z (Å)
1 C -0.296 0.129 0.714  0.04
2 C -0.652 0.460 1.991  -0.10
3 C 0.435 1.003 2.854  0.66
4 C 1.883 1.060 0.840  0.83
5 C 3.122 1.036 -1.225  0.04
6 C 1.167 -0.082 -1.086  0.54
7 C -1.908 0.262 2.781  -0.64
8 C -0.667 -1.602 -3.295  -0.45
9 N 2.177 0.160 -1.762  -0.45
10 N 1.781 1.034 2.203  -0.58
11 N 0.906 0.409 0.148  -0.49
12 O 0.435 1.269 4.006  -0.48
13 O 3.035 1.239 0.256  -0.42
14 H -1.059 -0.311 0.048  0.26
15 H 4.165 0.745 -1.527  0.25
16 H 3.081 2.124 -1.564  0.22
17 H -2.424 -0.613 2.410  0.25
18 H -2.383 1.233 2.793  0.25
19 H -1.643 0.118 3.837  0.26
20 H -0.480 -2.506 -2.680  0.18
21 H 0.216 -0.971 -3.511  0.19
22 H -1.715 -1.411 -3.572  0.19
23 H 2.519 1.272 2.845  0.46

---

Entry from the Open Molecules 2025 dataset: a cluster of 2 separate species, C4H10N2OS in total (ωB97M-V/def2-TZVPD).

Computed properties:
Multiplicity ... 1
SMILES ... O=C1CCC1.NSN
F_max ... 4.41 eV/Å
Frontier orbital gap ... 0.3124 hartree
E ... -741.25231 Eh

Last column: natural (NBO) charge in e.
Element x y z (Å)
1 O 0.885 -1.848 0.233  -0.54
2 C 1.419 -0.743 0.241  0.60
3 C 1.483 0.285 -0.829  -0.53
4 C 2.745 0.860 -0.134  -0.40
5 C 2.620 -0.203 0.994  -0.52
6 H 1.731 -0.110 -1.781  0.24
7 H 0.618 0.888 -0.955  0.24
8 H 3.665 0.755 -0.633  0.21
9 H 2.642 1.852 0.084  0.21
10 H 2.159 0.153 1.997  0.24
11 H 3.652 -0.855 1.168  0.24
12 N -3.546 0.381 0.677  -0.98
13 S -2.206 -0.225 -0.241  0.48
14 N -2.322 -1.868 -0.007  -1.01
15 H -3.357 1.369 0.754  0.38
16 H -4.373 0.079 0.182  0.37
17 H -1.834 -2.284 -0.793  0.39
18 H -1.920 -2.260 0.897  0.38

---

Entry from the Open Molecules 2025 dataset: a structure of composition C36H38F5N7O6S3SeV (ωB97M-V/def2-TZVPD).

Computed properties:
Net charge ... +1
Multiplicity ... 3
F_max ... 3.82 eV/Å
Frontier orbital gap (alpha / beta) ... 0.2096 / 0.2099 hartree
E ... -7268.28618 Eh

Last column: Mulliken spin population.
Element x y z (Å)
1 V -0.201 -0.206 -1.277  2.09
2 C -3.008 -2.930 1.243  0.00
3 C -2.219 -2.145 0.258  0.04
4 N -1.501 -1.148 0.555  -0.03
5 O -1.530 -0.744 1.910  0.00
6 C -2.190 -2.449 -1.186  0.04
7 C -2.932 -3.584 -1.799  -0.01
8 N -1.531 -1.521 -1.775  -0.07
9 O -1.047 -1.181 -2.965  -0.03
10 H -4.043 -2.616 1.342  0.00
11 H -2.625 -2.845 2.221  0.00
12 H -3.131 -3.971 1.007  0.00
13 H -0.835 -0.100 1.951  0.00
14 H -3.237 -3.230 -2.837  0.00
15 H -3.777 -3.983 -1.246  0.00
16 H -2.195 -4.366 -2.024  0.00
17 S 0.533 1.244 0.649  -0.01
18 C -0.214 2.744 0.401  0.04
19 N 0.288 3.874 0.859  0.00
20 C -0.631 5.007 1.093  0.00
21 C -1.838 5.046 0.132  0.00
22 N -2.332 3.692 -0.218  0.03
23 C -3.727 3.626 -0.651  0.00
24 C -4.628 3.076 0.443  0.00
25 C -5.675 3.865 0.918  0.00
26 C -6.397 3.433 1.956  0.00
27 C -6.254 2.179 2.504  0.00
28 C -5.240 1.403 1.992  0.00
29 C -4.382 1.857 1.015  0.00
30 C -1.455 2.681 -0.418  0.01
31 S -1.905 1.483 -1.461  -0.05
32 C 1.707 3.934 1.372  0.00
33 C 2.264 5.321 1.145  0.00
34 C 2.504 5.799 -0.134  0.00
35 C 2.761 7.147 -0.331  0.00
36 C 2.919 8.056 0.737  0.00
37 C 2.807 7.539 2.031  0.00
38 C 2.477 6.169 2.233  0.00
39 H -0.113 5.954 1.089  0.00
40 H -1.078 4.848 2.112  0.00
41 H -1.696 5.574 -0.792  0.00
42 H -2.722 5.405 0.678  0.00
43 H -3.825 3.084 -1.652  0.00
44 H -4.095 4.614 -0.954  0.00
45 H -5.914 4.879 0.500  0.00
46 H -7.312 3.979 2.246  0.00
47 H -6.872 1.836 3.374  0.00
48 H -5.132 0.377 2.329  0.00
49 H -3.582 1.174 0.698  0.00
50 H 2.214 3.184 0.807  0.00
51 H 1.813 3.676 2.438  0.00
52 H 2.433 5.126 -0.945  0.00
53 H 2.947 7.522 -1.355  0.00
54 H 3.080 9.084 0.572  0.00
55 H 2.931 8.200 2.886  0.00
56 H 2.383 5.839 3.251  0.00
57 C -0.643 -7.529 -0.093  0.00
58 C 0.466 -6.992 0.758  0.00
59 S 0.110 -5.428 1.568  0.00
60 O -0.597 -5.553 2.807  0.00
61 O -0.352 -4.563 0.489  0.00
62 C 1.744 -4.822 2.073  0.00
63 C 2.784 -4.315 1.098  0.00
64 N 2.173 -3.514 -0.001  0.00
65 C 1.872 -2.216 0.171  0.06
66 N 1.286 -1.758 -0.980  -0.10
67 C 1.300 -2.775 -1.872  0.06
68 C 1.793 -3.883 -1.292  -0.01
69 N 2.133 -5.094 -1.959  0.00
70 O 1.572 -5.294 -3.028  0.00
71 O 3.032 -5.750 -1.456  0.00
72 C 2.344 -1.448 1.306  -0.01
73 H -0.316 -8.459 -0.613  0.00
74 H -1.014 -6.837 -0.861  0.00
75 H -1.429 -7.878 0.596  0.00
76 H 1.349 -6.717 0.166  0.00
77 H 0.802 -7.731 1.497  0.00
78 H 2.162 -5.617 2.675  0.00
79 H 1.431 -4.078 2.787  0.00
80 H 3.391 -5.130 0.625  0.00
81 H 3.406 -3.624 1.602  0.00
82 H 0.994 -2.641 -2.910  -0.01
83 H 2.085 -1.851 2.298  0.00
84 H 2.011 -0.415 1.191  -0.01
85 H 3.395 -1.363 1.244  0.00
86 F 6.209 -1.846 -3.661  0.00
87 C 5.144 -1.088 -3.453  0.00
88 C 4.744 -0.774 -2.146  0.00
89 F 5.379 -1.134 -1.036  0.00
90 C 3.626 -0.008 -2.002  0.00
91 F 3.314 0.378 -0.775  0.00
92 C 2.829 0.433 -3.028  0.01
93 Se 1.230 1.418 -2.691  -0.06
94 C 3.286 0.171 -4.310  0.01
95 F 2.631 0.649 -5.353  0.00
96 C 4.413 -0.603 -4.564  0.00
97 F 4.870 -0.830 -5.801  0.00

---

Entry from the Open Molecules 2025 dataset: the ion C8H16N3O2 with charge +1 (ωB97M-V/def2-TZVPD).

Computed properties:
Net charge ... +1
Multiplicity ... 1
SMILES ... CN[C@H]([C@H](N)C#[NH+])C1(C)OCCO1
F_max ... 6.01 eV/Å
Frontier orbital gap ... 0.3055 hartree
E ... -628.79551 Eh

Last column: natural (NBO) charge in e.
Element x y z (Å)
1 C 3.234 0.102 0.635  -0.43
2 N 1.821 -0.158 0.938  -0.61
3 C 0.958 0.389 -0.045  -0.05
4 C 0.364 1.837 0.006  -0.24
5 N -0.458 2.107 1.257  -0.81
6 C -0.266 1.979 -1.206  0.70
7 N -0.649 2.703 -2.050  -0.47
8 C -0.274 -0.601 -0.238  0.56
9 C 0.105 -1.938 -0.845  -0.68
10 O -1.021 -0.643 0.895  -0.53
11 C -2.409 -0.687 0.605  -0.09
12 C -2.500 -0.362 -0.913  -0.10
13 O -1.147 -0.075 -1.266  -0.54
14 H 3.589 1.171 0.677  0.19
15 H 3.897 -0.585 1.231  0.24
16 H 3.389 -0.279 -0.407  0.20
17 H 1.476 -0.115 1.827  0.38
18 H 1.599 0.450 -0.900  0.22
19 H 1.371 2.514 -0.147  0.29
20 H -0.289 1.382 1.975  0.40
21 H -0.299 3.035 1.671  0.40
22 H -0.978 2.614 -2.995  0.46
23 H -0.256 -2.174 -1.878  0.24
24 H -0.231 -2.773 -0.125  0.24
25 H 1.115 -2.041 -0.748  0.23
26 H -2.926 0.010 1.183  0.20
27 H -2.881 -1.646 0.830  0.20
28 H -2.723 -1.150 -1.656  0.21
29 H -3.104 0.474 -1.083  0.20

---

So what do the calculations give for energy relative to the best compared isomer or geometry (same formula, charge and spin)? Going down the list: 0.754; 1.391; 6.330; 3.420; 0.000; 3.983 eV.